[1]
DFT (the ωB97M-V functional and the def2-TZVPD basis) results for a molecular structure, C7H17CuO3.

Structure (XYZ):
```
28
Properties=species:S:1:pos:R:3:forces:R:3
C -2.4347 -1.2507 0.1811 0.544 -0.359 -2.015
C -1.2214 -1.6780 1.0027 0.515 2.433 2.597
O 0.5637 -1.7149 -0.6193 0.725 -0.850 -0.672
C 1.9090 -1.8747 -0.2544 0.378 -0.241 0.471
C 2.7564 -0.6465 -0.5542 0.438 0.436 -0.293
O 1.9889 0.4987 -0.1633 0.388 -0.133 0.247
C 2.6562 1.7508 -0.1603 0.676 0.319 -0.142
H -2.3792 -1.6451 -0.8484 0.026 0.089 0.135
H -3.3308 -1.7210 0.6090 0.371 0.151 0.044
H -1.5223 -2.6147 1.5068 -0.629 0.990 1.425
H -0.1898 -1.8874 1.3000 1.061 -0.473 -2.744
H 2.3599 -2.7497 -0.7526 -0.308 0.143 0.197
H 1.9568 -2.0416 0.8389 -0.030 -0.136 -0.296
H 3.0107 -0.5706 -1.6232 -0.144 -0.018 0.206
H 3.6949 -0.6573 0.0191 -0.229 -0.133 -0.101
H 2.0315 2.4670 0.3847 0.176 -0.242 -0.140
H 3.6295 1.6387 0.3360 -0.253 0.134 0.022
H 2.8396 2.1054 -1.1844 -0.134 -0.081 0.188
C -1.7127 2.3919 -0.3180 -0.493 0.448 0.202
O -1.5815 0.9730 -0.3710 0.242 -0.236 -0.060
C -2.7127 0.2379 0.1230 -0.209 0.448 0.376
H -0.7755 2.8563 -0.6438 -0.288 -0.271 -0.060
H -2.5479 2.6887 -0.9661 0.283 0.085 0.091
H -1.9260 2.7159 0.7096 0.036 -0.109 -0.168
H -3.5540 0.4753 -0.5423 0.061 -0.287 0.218
H -2.9352 0.6069 1.1369 0.027 -0.006 -0.234
H -0.6982 -0.4675 1.4142 -2.330 -2.720 0.849
Cu 0.1246 0.1136 -0.5607 -0.898 0.617 -0.341
```
Forces are in eV/Å.

Summary:
Multiplicity ... 2
E_tot ... -2142.633938 hartree
M ... 212.76 u
Max |F| ... 3.68 eV/Å
E_HOMO (spin up / spin down) ... -12.795 / -12.549 eV
Gap between HOMO and LUMO (spin up / spin down) ... 10.155 / 6.731 eV
Charge ... +1


[2]
DFT (the ωB97M-V functional and the def2-TZVPD basis) results for 2 unconnected molecules or ions with the total composition C5H11NO.

Structure (XYZ):
```
18
Properties=species:S:1:pos:R:3:forces:R:3
N -0.3981 -0.8557 1.4344 -1.724 0.055 -1.402
C -0.9012 -1.0337 0.1071 0.597 1.581 -0.693
C -1.4930 0.0546 -0.6430 1.888 -2.304 2.773
C -1.4438 1.3999 -0.1674 -0.375 -1.062 1.183
C -1.1185 2.5160 -0.8004 -0.495 -1.281 -2.164
C -0.4446 -2.3274 -0.5915 -1.960 1.138 -2.875
H 0.4112 -1.3201 1.8049 0.524 -0.655 -0.451
H -0.5100 0.0406 1.8745 -0.032 0.300 -0.249
H -1.7468 0.0463 -1.6505 -0.214 -1.202 -1.839
H -1.7071 1.4685 0.8777 0.428 0.422 0.567
H -0.9639 3.2817 -0.1248 0.193 2.319 0.387
H -0.9984 2.5180 -1.9195 0.293 0.362 1.425
H 0.5940 -2.5460 -0.6836 1.476 0.684 0.575
H -0.7286 -2.2177 -1.7370 0.210 -0.232 2.160
H -0.8214 -3.2859 -0.2831 -0.757 -0.120 0.585
H 4.2062 0.2866 1.3084 -0.089 -0.001 0.624
H 3.9347 -0.2987 -0.0345 -0.087 0.355 0.004
O 4.1905 0.5450 0.3872 0.125 -0.358 -0.610
```
Forces are in eV/Å.

Summary:
Multiplicity ... 2
E_tot ... -326.987031 hartree
M ... 101.15 u
Max |F| ... 4.07 eV/Å
E_HOMO (spin up / spin down) ... 0.878 / -3.877 eV
Gap between HOMO and LUMO (spin up / spin down) ... 3.246 / 7.760 eV
Charge ... -1
Energy above the lowest of the compared OMol25 structures with the same formula, charge and spin ... 2.392 eV


[3]
DFT (the ωB97M-V functional and the def2-TZVPD basis) results for 3 unconnected molecules or ions with the total composition C29H47Cl2FN6O4P2.

Structure (XYZ):
```
91
Properties=species:S:1:pos:R:3:forces:R:3
C 3.0507 -3.0801 -1.8471 0.524 -0.677 0.635
C 3.3511 -3.9120 -3.0778 -0.757 -0.015 -0.328
Cl 2.8476 -5.6270 -2.7756 0.401 0.056 0.019
C 2.6065 -3.4201 -4.3582 -0.053 0.422 0.107
Cl 3.8221 -3.2100 -5.6840 -0.132 -0.233 0.025
C 1.8322 -2.1193 -4.1598 0.121 0.226 -0.114
C 2.4263 -0.8932 -4.4570 0.059 -0.066 -0.004
C 1.7604 0.3119 -4.3152 0.114 0.141 0.032
C 0.4554 0.3473 -3.8588 0.008 -0.253 0.075
C -0.1537 -0.8591 -3.5610 -0.279 -0.236 -0.016
C 0.5096 -2.0833 -3.7018 0.148 -0.031 -0.108
C -0.2885 -3.2961 -3.3640 -0.612 0.182 -0.189
O 0.1457 -4.2846 -2.8336 0.434 -0.297 -0.047
C -1.7515 -3.2217 -3.7172 0.373 0.125 -0.085
C -2.3974 -4.3563 -4.1796 -0.022 0.063 0.133
C -3.7454 -4.2799 -4.5153 0.785 0.142 0.288
C -4.4062 -3.0750 -4.3356 -0.895 -0.011 -0.385
C -3.7553 -1.9524 -3.8682 0.588 -0.060 0.338
F -4.4145 -0.8030 -3.7030 -0.227 -0.094 -0.142
C -2.4006 -1.9975 -3.5655 -0.087 -0.217 0.031
C -1.5821 -0.8455 -3.0978 0.419 0.062 -0.264
O -1.9878 0.0650 -2.4236 -0.487 0.133 -0.108
H 3.7168 -3.4268 -1.0543 0.003 0.107 0.032
H 2.0432 -3.2884 -1.4920 -0.106 0.284 -0.160
H 3.2351 -2.0145 -1.9648 -0.080 -0.018 -0.130
H 4.4113 -3.9762 -3.2957 0.024 0.127 0.048
H 1.9241 -4.1775 -4.7278 0.067 -0.122 0.111
H 3.4382 -0.8754 -4.8350 0.000 -0.041 0.023
H 2.2867 1.2222 -4.5728 -0.082 0.043 0.008
H -0.1158 1.2593 -3.7536 0.112 0.062 0.051
H -1.8210 -5.2681 -4.2622 -0.117 -0.059 -0.033
H -4.2325 -5.1638 -4.9005 -0.255 0.126 -0.011
H -5.4562 -2.9911 -4.5908 0.018 0.051 0.057
O 3.7106 -0.6130 0.3285 3.313 -0.805 0.438
P 3.9628 0.1914 1.5715 -6.104 2.633 0.838
N 2.8414 -0.5509 2.6384 0.264 -0.538 0.058
C 1.9646 0.1149 3.5859 0.150 0.475 0.187
C 3.0149 -1.9792 2.8699 0.248 -0.198 -0.366
N 3.3720 1.7048 1.0153 0.080 0.006 -0.305
C 2.4744 2.5757 1.7497 0.268 0.297 0.341
C 3.1338 1.8460 -0.4155 -0.041 -0.298 -0.137
N 4.8608 1.0043 2.8250 2.316 -1.491 -1.389
C 5.9594 1.8489 2.2867 -0.085 0.399 -0.082
C 5.4922 0.1050 3.8161 -0.395 -0.188 0.368
H 2.4954 0.7707 4.2887 0.004 0.028 -0.036
H 1.4246 -0.6138 4.1892 0.146 -0.174 -0.093
H 1.1966 0.6984 3.0784 0.051 0.058 0.030
H 3.8504 -2.2014 3.5502 -0.108 -0.086 0.072
H 3.2120 -2.5005 1.9309 0.042 0.102 -0.025
H 2.1143 -2.4263 3.2893 -0.070 0.154 0.012
H 1.4257 2.2823 1.6211 0.003 0.020 0.038
H 2.5741 3.6059 1.3911 0.024 -0.050 -0.107
H 2.7088 2.6083 2.8117 0.003 -0.197 0.006
H 2.1913 1.3743 -0.7225 0.014 0.029 -0.086
H 3.9419 1.4030 -0.9923 -0.066 -0.110 0.015
H 3.0941 2.9045 -0.6857 -0.045 0.047 0.191
H 6.7055 1.2540 1.7509 0.105 0.020 0.106
H 6.4558 2.3744 3.1032 -0.043 -0.141 0.104
H 5.5789 2.6066 1.6080 -0.183 -0.124 -0.040
H 6.1006 -0.6721 3.3459 0.111 0.015 0.080
H 4.7439 -0.3713 4.4474 -0.125 -0.033 -0.174
H 6.1291 0.6801 4.4874 0.026 0.117 -0.138
O -1.8698 1.3850 2.8425 0.301 2.966 1.701
P -3.1026 2.0946 2.3564 -2.317 -4.637 -3.964
N -4.3117 1.0345 2.9674 0.045 0.033 0.557
C -5.5084 0.5941 2.2792 -0.214 0.321 -0.328
C -4.3257 0.8273 4.4091 0.428 0.103 0.189
N -2.8734 1.8950 0.6711 0.282 -0.030 0.065
C -3.8904 1.4582 -0.2667 -0.372 0.484 -0.128
C -1.5578 1.4465 0.2261 0.274 -0.023 0.387
N -4.2037 3.4127 2.0464 2.006 1.447 1.824
C -3.5293 4.5889 1.4380 0.014 0.030 -0.423
C -4.9083 3.9263 3.2417 -0.418 -0.346 0.126
H -6.1366 1.4188 1.9176 0.033 -0.010 -0.054
H -6.1346 -0.0062 2.9392 0.138 0.080 0.191
H -5.2665 -0.0531 1.4351 -0.002 0.117 -0.068
H -4.7569 1.6783 4.9571 -0.083 -0.116 0.065
H -3.3121 0.6774 4.7855 0.024 0.069 -0.096
H -4.8915 -0.0644 4.6782 -0.050 -0.015 -0.157
H -3.9752 0.3658 -0.2959 0.003 0.000 -0.049
H -3.6391 1.7908 -1.2766 0.133 -0.067 0.021
H -4.8654 1.8895 -0.0446 0.026 -0.048 0.213
H -1.4262 0.3675 0.3693 0.105 0.007 -0.056
H -0.7724 1.9657 0.7711 -0.039 -0.120 0.119
H -1.4078 1.6702 -0.8277 -0.275 0.024 -0.040
H -2.7686 5.0110 2.1023 -0.080 0.123 0.026
H -4.2648 5.3632 1.2162 -0.093 -0.062 0.144
H -3.0516 4.3276 0.4984 0.012 -0.215 0.064
H -4.2217 4.1789 4.0543 -0.055 0.122 0.030
H -5.6350 3.2042 3.6107 0.141 -0.154 -0.029
H -5.4773 4.8189 2.9836 0.124 0.033 -0.125
```
Forces are in eV/Å.

Summary:
Multiplicity ... 1
E_tot ... -3465.657749 hartree
M ... 695.59 u
Max |F| ... 6.70 eV/Å
SMILES string ... C[C@@H](Cl)[C@H](Cl)c1cccc2c1C(=O)c1cccc(F)c1C2=O.CN(C)P(=O)(N(C)C)N(C)C.CN(C)P(=O)(N(C)C)N(C)C
E_HOMO ... -8.109 eV
Gap between HOMO and LUMO ... 7.382 eV
Charge ... 0
Energy above the lowest of the compared OMol25 structures with the same formula, charge and spin ... 0.000 eV


Q: Which value of charge does entry 2 give?
A: -1


Q: Which formula does entry 2 have?
A: C5H11NO